Record 1
Below is C11H28ClIO10P2S as an isolated structure at a distorted geometry, with properties calculated with ωB97M-V with the def2-TZVPD basis set.

CARTESIAN COORDINATES (ANGSTROEM)
O  -3.429  -3.032  -0.109
P  -2.799  -1.709  -0.224
O  -3.562  -0.809  -1.286
O  -1.292  -1.908  -0.760
P  -2.985  -0.853  1.760
C  -2.307  0.896  1.871
I  -3.527  2.230  0.774
O  -2.345  1.167  3.305
S  -0.968  0.735  3.987
O  -1.004  -0.619  4.428
O  -0.580  1.692  4.956
O  -0.068  0.748  2.655
C  -0.860  1.267  1.582
Cl  -0.219  0.868  0.021
H  -3.654  -1.365  -2.073
H  -0.702  -1.963  -0.002
H  -2.034  -1.605  2.471
H  -0.775  2.351  1.653
C  -0.664  2.875  -4.090
C  -1.911  2.753  -3.227
C  -3.176  2.998  -4.035
O  -1.841  3.660  -2.126
H  -0.587  3.884  -4.505
H  0.231  2.695  -3.495
H  -0.683  2.164  -4.916
H  -1.951  1.757  -2.783
H  -3.172  4.010  -4.449
H  -4.059  2.904  -3.401
H  -3.264  2.290  -4.860
H  -1.802  4.556  -2.478
C  3.221  1.330  4.110
C  3.976  2.283  3.198
C  5.023  3.080  3.961
O  3.059  3.167  2.548
H  2.689  1.886  4.886
H  2.478  0.775  3.538
H  3.893  0.620  4.594
H  4.459  1.720  2.399
H  4.548  3.686  4.736
H  5.551  3.758  3.290
H  5.752  2.423  4.437
H  2.617  3.680  3.233
C  0.039  -6.334  -1.842
C  0.751  -5.287  -2.687
C  1.800  -4.541  -1.876
O  -0.192  -4.371  -3.236
H  -0.481  -5.857  -1.007
H  -0.708  -6.860  -2.436
H  0.742  -7.064  -1.439
H  1.227  -5.769  -3.542
H  1.327  -4.016  -1.040
H  2.301  -3.794  -2.492
H  2.551  -5.221  -1.473
H  -0.633  -3.928  -2.503

Cartesian forces (eV/Å) of the 2 atoms listed first:
-0.0969 0.0229 0.4234
-0.1050 -1.7850 -0.1727

Computed properties:
**E_LUMO**: -0.41 eV
**HOMO energy**: -10.15 eV
**Largest force on an atom**: 1.95 eV/Å
**Total energy**: -82372.377 eV

=====

Record 2
Below is one molecule with the formula C18H13N5O at a distorted geometry, with properties calculated with ωB97M-V with the def2-TZVPD basis set.

CARTESIAN COORDINATES (ANGSTROEM)
O  0.649  -1.324  -3.033
C  -0.378  -1.147  -2.396
C  -1.640  -0.872  -3.005
C  -1.965  -0.728  -4.366
C  -3.237  -0.431  -4.710
C  -4.241  -0.251  -3.706
C  -3.921  -0.395  -2.337
C  -2.604  -0.691  -2.014
C  -1.988  -0.911  -0.630
N  -0.622  -1.224  -1.063
C  0.440  -1.279  -0.144
C  1.684  -1.946  -0.395
C  2.665  -1.964  0.589
C  2.468  -1.211  1.757
C  1.222  -0.591  1.934
C  0.916  0.250  3.139
N  1.712  -0.121  4.370
N  2.568  0.810  4.713
C  2.388  1.850  3.822
C  2.818  3.136  3.610
C  2.149  3.608  2.384
C  1.288  2.585  1.977
N  1.435  1.579  2.903
N  0.231  -0.672  1.042
H  -1.264  -0.854  -5.200
H  -3.475  -0.279  -5.754
H  -5.249  -0.040  -3.979
H  -4.666  -0.223  -1.587
H  -2.446  -1.794  -0.192
H  -2.048  -0.044  0.071
H  1.848  -2.436  -1.320
H  3.625  -2.461  0.452
H  3.262  -1.071  2.491
H  -0.164  0.260  3.396
H  3.563  3.680  4.163
H  2.303  4.589  1.937
H  0.672  2.614  1.083

Cartesian forces (eV/Å) of the 2 atoms listed first:
0.1805 0.0592 0.9849
0.7713 -0.6314 -1.7207

Computed properties:
**E_LUMO**: -0.16 eV
**ΔE to the lowest compared entry with this formula, charge and spin**: 0.290 eV
**HOMO energy**: -8.63 eV
**Largest force on an atom**: 4.05 eV/Å
**SMILES**: O=C1c2ccccc2CN1c1cccc([C@H]2N=Nc3cccn32)n1
**Total energy**: -28373.641 eV

=====

Record 3
Below is a 14-piece molecular cluster, C18H63N2O14 overall at a distorted geometry, with properties calculated with ωB97M-V with the def2-TZVPD basis set.

CARTESIAN COORDINATES (ANGSTROEM)
C  0.795  0.265  -0.068
C  -0.728  0.106  -0.100
O  -1.357  1.364  -0.178
H  1.120  0.948  0.690
H  1.222  0.615  -1.035
H  1.207  -0.701  0.102
H  -1.146  -0.181  0.809
H  -1.157  -0.605  -0.877
C  0.257  -1.226  3.390
C  -0.464  0.089  3.882
O  -0.220  0.391  5.257
H  -0.073  -1.465  2.392
H  -0.002  -1.994  4.057
H  1.345  -1.182  3.361
H  -1.483  -0.065  3.770
H  -0.251  0.895  3.211
H  -0.767  -0.152  5.786
C  -4.796  -0.863  2.990
C  -3.697  -0.724  1.929
O  -3.196  0.553  2.064
H  -5.201  -1.917  2.996
H  -5.601  -0.183  2.755
H  -4.497  -0.809  4.011
H  -3.919  -1.029  0.917
H  -2.947  -1.427  2.100
H  -2.482  0.724  1.465
C  -1.183  -4.023  1.467
C  -1.318  -3.855  -0.085
O  -2.721  -3.595  -0.285
H  -1.390  -4.992  1.839
H  -1.870  -3.443  1.978
H  -0.147  -3.850  1.788
H  -0.924  -4.749  -0.593
H  -0.755  -3.011  -0.391
H  -2.882  -3.590  -1.241
C  -1.414  1.569  -3.640
O  -2.084  2.742  -3.319
N  -1.533  0.863  -4.708
N  -0.516  1.095  -2.870
H  -2.373  1.064  -5.288
H  -1.070  -0.058  -4.886
H  -0.700  1.322  -1.818
H  0.012  0.256  -3.142
C  -2.359  3.979  2.100
O  -1.132  3.889  2.840
H  -2.351  4.865  1.464
H  -3.196  4.056  2.868
H  -2.493  3.097  1.419
H  -0.544  3.496  2.155
C  -0.294  4.228  -0.916
O  0.014  3.520  0.198
H  0.055  3.484  -1.696
H  0.214  5.168  -0.844
H  -1.318  4.473  -0.976
H  -0.569  2.730  0.018
C  -0.187  -2.143  -3.700
O  0.685  -1.187  -4.221
H  0.081  -3.185  -3.828
H  -1.235  -2.102  -3.990
H  -0.176  -2.068  -2.627
H  1.015  -1.492  -5.095
C  3.738  1.993  -2.136
O  3.794  2.800  -3.264
H  2.674  1.805  -1.720
H  4.450  2.308  -1.317
H  4.146  1.056  -2.471
H  2.989  2.666  -3.774
C  2.824  -1.654  -1.771
O  2.131  -2.791  -1.556
H  3.667  -1.701  -2.450
H  3.121  -1.033  -0.962
H  2.162  -1.020  -2.170
H  1.481  -2.925  -2.192
C  2.483  -3.883  1.653
O  2.166  -5.087  1.004
H  1.992  -3.146  1.012
H  3.458  -3.656  1.810
H  2.068  -3.773  2.619
H  2.938  -5.416  0.638
C  3.727  -0.055  1.753
O  5.231  0.053  1.715
H  3.388  -1.137  1.654
H  3.252  0.474  0.971
H  3.280  0.193  2.765
H  5.383  0.983  1.871
C  -3.448  -0.687  -2.104
O  -3.434  0.587  -1.566
H  -3.228  -1.450  -1.308
H  -2.676  -0.782  -2.875
H  -4.405  -0.996  -2.528
H  -2.585  0.661  -1.073
C  3.230  4.537  0.366
O  2.920  3.190  0.468
H  2.598  5.071  1.143
H  2.853  5.020  -0.519
H  4.308  4.753  0.502
H  2.057  3.070  0.163

Cartesian forces (eV/Å) of the 2 atoms listed first:
-0.6851 -0.5399 -1.3053
-0.2100 1.7956 -0.6956

Computed properties:
**E_LUMO**: 1.68 eV
**Total charge**: -1
**HOMO energy**: -5.80 eV
**Largest force on an atom**: 9.07 eV/Å
**Total energy**: -51325.947 eV

=====

Q: E_LUMO of number 1 (C11H28ClIO10P2S)?
A: -0.41 eV

=====

Q: Number 1 is which compound?
A: C11H28ClIO10P2S

=====

Q: What is the formula in the first record?
A: C11H28ClIO10P2S

=====

Q: The lowest largest force on an atom belongs to which entry?
A: C11H28ClIO10P2S